(1)
6 unconnected molecules or ions with the total composition C12H35O6 at a distorted geometry. Source: the OMol25 dataset; level of theory: ωB97M-V with the def2-TZVPD basis set.

Output
Relative energy (zero: lowest compared OMol25 entry of this formula, charge and spin) in eV: 0.000
Strongest force on any atom in eV/Å: 1.176
E in Eh: -929.61817
Orbital gap in eV: 7.115

ORCA input file:
```
! wB97M-V def2-TZVPD RIJCOSX def2/J DEFGRID3
* xyz -1 1
C 0.786 0.640 -0.675
C -0.716 0.919 -0.744
O -1.416 0.243 0.210
H 1.204 1.088 0.238
H 1.400 0.979 -1.516
H 0.959 -0.431 -0.511
H -1.052 0.743 -1.793
H -0.787 2.035 -0.615
C -4.825 2.586 -1.842
C -4.350 2.123 -0.470
O -4.068 0.737 -0.515
H -4.660 3.665 -1.959
H -5.900 2.431 -1.974
H -4.312 2.079 -2.656
H -5.096 2.316 0.305
H -3.421 2.645 -0.225
H -3.126 0.611 -0.242
C 2.600 -2.677 -2.092
C 2.581 -4.173 -2.067
O 3.750 -4.711 -2.713
H 1.887 -2.251 -1.384
H 2.394 -2.244 -3.070
H 3.585 -2.299 -1.807
H 1.721 -4.578 -2.602
H 2.537 -4.550 -1.042
H 4.331 -5.075 -2.043
C 5.172 0.767 2.256
C 4.370 1.513 1.220
O 5.283 2.034 0.248
H 5.850 1.467 2.756
H 5.801 0.004 1.802
H 4.511 0.366 3.023
H 3.781 2.311 1.679
H 3.698 0.825 0.698
H 4.764 2.492 -0.419
C -1.851 3.119 4.292
C -1.422 3.029 2.839
O -2.351 2.198 2.162
H -1.171 3.774 4.846
H -1.808 2.131 4.753
H -2.864 3.509 4.385
H -0.406 2.640 2.746
H -1.519 4.033 2.399
H -1.922 1.864 1.353
C -1.699 -4.388 -1.375
C -1.225 -3.060 -0.810
O -2.329 -2.285 -0.422
H -2.403 -4.865 -0.692
H -0.845 -5.035 -1.584
H -2.241 -4.182 -2.301
H -0.661 -2.520 -1.586
H -0.510 -3.233 0.012
H -2.010 -1.356 -0.473
*
```

Atomic partial charges in e from the natural (NBO) method, atoms 1 to 6: atom 1 (C): -0.6336, atom 2 (C): -0.0388, atom 3 (O): -0.9604, atom 4 (H): 0.1797, atom 5 (H): 0.1765, atom 6 (H): 0.1906



(2)
3 unconnected molecules or ions with the total composition C12H36B2N3O6P at a distorted geometry. Source: the OMol25 dataset; level of theory: ωB97M-V with the def2-TZVPD basis set.

Output
SMILES: NB(O)B[PH2]=O.COCCNCCOC.COCCNCCOC
Strongest force on any atom in eV/Å: 4.700
E in Eh: -1485.46816
Orbital gap in eV: 6.768

ORCA input file:
```
! wB97M-V def2-TZVPD RIJCOSX def2/J DEFGRID3
* xyz 0 1
N 1.425 -5.191 -3.241
B 0.326 -4.225 -3.647
O 0.491 -2.758 -3.611
B -1.092 -4.876 -4.196
P -2.777 -4.765 -3.264
O -2.848 -3.543 -2.243
H 0.990 -6.160 -3.267
H 1.655 -4.949 -2.250
H -0.358 -2.295 -3.940
H -1.075 -5.420 -5.248
H -3.789 -4.574 -4.312
H -3.100 -6.035 -2.612
C 2.655 2.898 -0.023
O 2.414 1.575 0.439
C 1.321 0.935 -0.231
C 1.830 -0.200 -1.136
N 2.548 0.326 -2.301
C 3.273 -0.700 -3.058
C 4.421 -1.435 -2.335
O 5.543 -0.606 -2.031
C 5.422 0.128 -0.821
H 3.377 3.368 0.651
H 3.086 2.886 -1.026
H 1.737 3.494 -0.016
H 0.700 1.648 -0.792
H 0.691 0.497 0.549
H 0.977 -0.795 -1.477
H 2.477 -0.840 -0.530
H 3.218 1.026 -1.991
H 3.698 -0.196 -3.934
H 2.555 -1.436 -3.438
H 4.797 -2.199 -3.027
H 4.082 -1.981 -1.447
H 4.840 -0.404 -0.063
H 4.988 1.109 -1.020
H 6.428 0.298 -0.425
C -2.628 -0.429 4.596
O -3.739 0.396 4.268
C -3.726 1.655 4.953
C -3.447 2.805 3.971
N -2.060 2.779 3.498
C -1.805 3.684 2.372
C -2.553 3.403 1.053
O -2.156 2.194 0.405
C -2.817 1.028 0.880
H -2.805 -1.421 4.172
H -1.709 -0.033 4.158
H -2.515 -0.530 5.679
H -3.019 1.665 5.795
H -4.729 1.793 5.368
H -3.638 3.759 4.473
H -4.150 2.706 3.139
H -1.826 1.833 3.204
H -0.729 3.627 2.167
H -2.008 4.714 2.691
H -2.289 4.210 0.357
H -3.642 3.453 1.163
H -3.840 1.231 1.210
H -2.237 0.570 1.682
H -2.858 0.305 0.060
*
```

Atomic partial charges in e from the natural (NBO) method, atoms 1 to 6: atom 1 (N): -1.0553, atom 2 (B): 0.7605, atom 3 (O): -0.8851, atom 4 (B): -0.0347, atom 5 (P): 1.1024, atom 6 (O): -1.0701



(3)
A molecular structure, C12H36BO4Rb at a distorted geometry. Source: the OMol25 dataset; level of theory: ωB97M-V with the def2-TZVPD basis set.

Output
Strongest force on any atom in eV/Å: 4.761
E in Eh: -828.47816
Orbital gap in eV: 5.349

ORCA input file:
```
! wB97M-V def2-TZVPD RIJCOSX def2/J DEFGRID3
* xyz 0 1
Rb 0.597 -4.050 -4.209
B -0.382 -0.196 -0.462
H -0.520 0.845 -0.710
H 0.387 -0.262 0.292
H -1.353 -0.455 -0.070
H -0.200 -0.785 -1.347
C -4.409 2.427 -3.631
C -3.177 3.194 -4.226
C -2.848 4.532 -3.557
O -2.031 2.402 -4.077
H -4.106 1.815 -2.781
H -4.653 1.736 -4.438
H -5.212 3.134 -3.421
H -3.331 3.411 -5.283
H -1.899 4.963 -3.877
H -2.744 4.349 -2.487
H -3.602 5.270 -3.829
H -1.924 1.901 -3.265
C 1.774 5.355 3.405
C 1.252 4.570 2.247
C 2.267 4.406 1.107
O 0.964 3.324 2.749
H 2.616 4.920 3.944
H 0.969 5.485 4.129
H 2.156 6.343 3.150
H 0.340 4.995 1.831
H 3.063 3.776 1.503
H 2.729 5.347 0.809
H 1.862 3.930 0.213
H 0.906 2.749 1.982
C 4.900 -2.566 1.724
C 5.340 -2.102 0.346
C 6.657 -2.827 -0.088
O 4.278 -2.193 -0.675
H 3.934 -2.232 2.104
H 5.642 -2.196 2.432
H 4.811 -3.652 1.766
H 5.617 -1.048 0.299
H 6.432 -3.835 -0.435
H 7.398 -2.852 0.710
H 7.224 -2.369 -0.899
H 3.491 -1.722 -0.390
C -4.473 -5.998 0.843
C -3.754 -4.672 1.144
C -3.376 -4.512 2.589
O -2.686 -4.517 0.227
H -5.375 -6.139 1.439
H -4.062 -6.986 1.049
H -4.795 -5.900 -0.193
H -4.517 -3.928 0.915
H -2.600 -5.235 2.844
H -4.147 -4.793 3.306
H -3.160 -3.496 2.921
H -2.270 -3.658 0.331
*
```

Atomic partial charges in e from the natural (NBO) method, atoms 1 to 6: atom 1 (Rb): 0.9964, atom 2 (B): -0.8393, atom 3 (H): -0.0223, atom 4 (H): -0.0339, atom 5 (H): -0.0258, atom 6 (H): -0.0727



(4)
A molecular structure, C12H36BaO20S2Zn at a distorted geometry. Source: the OMol25 dataset; level of theory: ωB97M-V with the def2-TZVPD basis set.

Output
Strongest force on any atom in eV/Å: 4.053
E in Eh: -4584.15022
Orbital gap in eV: 2.041

ORCA input file:
```
! wB97M-V def2-TZVPD RIJCOSX def2/J DEFGRID3
* xyz 0 1
Ba -4.862 3.043 4.886
Zn -4.261 -0.265 -1.899
S -6.810 3.291 -1.198
O -5.481 3.145 -1.757
O -7.031 1.876 -0.966
O -6.772 4.036 0.032
O -7.793 3.805 -2.176
S -0.487 -0.765 0.377
O -0.802 -0.906 -1.033
O -1.816 -0.295 0.784
O -0.163 -2.056 0.915
O 0.536 0.259 0.446
C -5.438 -4.033 -4.382
C -4.573 -3.259 -5.341
O -4.708 -1.843 -5.174
O -5.119 -3.539 -3.106
H -5.219 -5.101 -4.405
H -6.456 -3.700 -4.583
H -4.761 -3.514 -6.383
H -3.549 -3.591 -5.168
H -4.233 -1.370 -5.861
H -5.185 -4.335 -2.574
C 1.242 -6.893 5.250
C -0.308 -7.053 4.951
O -0.943 -5.737 4.724
O 1.887 -6.142 4.261
H 1.706 -7.871 5.372
H 1.475 -6.369 6.177
H -0.891 -7.721 5.586
H -0.403 -7.512 3.967
H -0.462 -5.376 3.975
H 1.289 -5.480 3.908
C -1.982 7.996 3.527
C -0.700 7.132 3.564
O -1.080 5.837 3.138
O -3.045 7.606 4.430
H -2.354 8.044 2.504
H -1.761 9.009 3.865
H -0.186 7.030 4.520
H 0.033 7.626 2.927
H -0.336 5.277 2.904
H -3.485 8.388 4.772
C 8.683 0.346 3.305
C 7.436 0.305 2.382
O 6.356 1.062 2.981
O 9.526 -0.755 2.964
H 8.471 0.309 4.374
H 9.195 1.306 3.230
H 7.101 -0.709 2.161
H 7.754 0.755 1.441
H 5.605 0.843 2.424
H 9.084 -1.536 3.305
C 0.817 5.884 -3.703
C -0.407 6.718 -4.074
O -1.361 6.794 -3.045
O 0.397 4.546 -3.911
H 0.995 6.145 -2.660
H 1.643 6.273 -4.298
H -0.833 6.453 -5.041
H -0.066 7.749 -4.166
H -1.705 5.914 -2.875
H 0.561 4.057 -3.102
C 2.590 -5.992 -2.629
C 3.237 -4.617 -3.060
O 2.411 -3.959 -3.939
O 1.338 -5.843 -2.026
H 3.253 -6.441 -1.890
H 2.545 -6.567 -3.554
H 4.240 -4.819 -3.438
H 3.401 -4.044 -2.147
H 1.642 -3.647 -3.457
H 1.380 -5.202 -1.312
*
```

Atomic partial charges in e from the Mulliken method, atoms 1 to 6: atom 1 (Ba): 1.4544, atom 2 (Zn): 0.5514, atom 3 (S): 1.2129, atom 4 (O): -0.4508, atom 5 (O): -0.5003, atom 6 (O): -0.6513